This record from the Open Molecules 2025 dataset describes a cluster of 2 separate species, C20H44BN3O4 in total at a distorted geometry. The level of theory is ωB97M-V/def2-TZVPD.

Structure (XYZ):
```
72
Properties=species:S:1:pos:R:3:forces:R:3:mulliken_charge:R:1
C 2.76200 -3.78494 3.58524 -0.040 -0.117 0.082 -1.323
C 1.85026 -4.03486 2.38566 -0.222 0.308 0.276 -0.274
C 0.67374 -3.03449 2.32197 0.087 -0.034 -0.289 -0.868
C 0.38832 -2.42579 0.92894 -0.225 -0.172 0.116 0.831
C -0.95306 -2.84417 0.29906 0.078 0.543 -0.360 -1.327
C -1.56619 -1.74598 -0.59866 -0.178 -0.181 0.015 0.081
C -2.74664 -1.04508 0.08801 0.430 -0.135 -0.005 -0.746
C -3.13363 0.27836 -0.56383 -0.413 -0.327 -0.280 -0.632
C -3.83246 1.30142 0.33274 0.154 0.063 -0.056 -1.317
C -3.10074 1.63682 1.63156 -0.093 0.322 -0.076 -0.959
C -1.85824 2.49951 1.35930 0.111 0.017 0.383 -0.400
C -0.55886 1.90529 1.88953 0.034 0.066 0.026 0.209
C 0.63418 2.83641 1.63982 0.255 -0.361 0.090 -1.086
C 1.37116 2.41916 0.36357 -0.444 0.468 0.442 -0.065
N 1.90438 3.58624 -0.44930 0.268 -1.368 -0.180 0.113
C 1.57201 3.54989 -1.89582 -0.327 1.194 -0.544 -0.850
C 2.76817 2.90743 -2.57580 0.375 -0.835 -0.045 -0.099
B 2.74036 1.31407 -2.77334 -0.007 -0.047 -0.166 0.654
O 1.63573 0.81667 -3.37168 -0.061 -0.074 0.403 -0.555
O 3.81649 0.55453 -2.39205 -0.228 0.177 0.332 -0.552
C 3.71056 -0.27009 -1.23015 0.187 -0.173 -0.026 -0.449
N 3.84196 3.27965 -1.60010 -0.037 0.850 -0.698 -0.177
C 3.25965 3.62839 -0.45385 -0.173 0.253 0.328 0.086
N 3.97760 3.93303 0.60520 0.199 0.177 -0.079 -0.089
O 3.33764 4.28639 1.77057 0.189 -0.096 0.266 -0.329
H 2.17024 -3.69756 4.50004 0.012 0.018 -0.021 0.337
H 3.46446 -4.60606 3.74157 0.056 0.056 -0.072 0.377
H 3.33328 -2.86031 3.47082 -0.032 -0.002 -0.001 0.318
H 1.44544 -5.04440 2.46914 0.115 -0.068 -0.226 0.278
H 2.42528 -3.95998 1.46111 0.057 -0.188 -0.005 0.298
H 0.85478 -2.21926 3.02865 0.029 -0.056 0.032 0.411
H -0.23379 -3.54156 2.65540 0.019 0.087 0.133 0.335
H 0.40669 -1.33259 1.00739 0.019 -0.020 -0.031 -0.698
H 1.17576 -2.72334 0.22850 0.140 0.210 0.055 0.269
H -1.67368 -3.04751 1.09379 0.016 -0.288 -0.083 0.517
H -0.79626 -3.73454 -0.31155 -0.137 -0.226 0.297 0.315
H -0.79133 -1.01363 -0.86982 0.025 0.011 -0.013 -0.004
H -1.94328 -2.18017 -1.52723 0.038 0.112 -0.064 0.086
H -3.58524 -1.74070 -0.00871 -0.132 0.160 0.208 0.395
H -2.49214 -0.94050 1.15183 -0.064 0.064 -0.027 0.539
H -3.83683 -0.02205 -1.34787 0.050 0.079 -0.255 0.464
H -2.27040 0.71669 -1.08557 0.099 0.116 0.239 0.266
H -3.89927 2.24023 -0.23186 -0.175 -0.047 -0.006 0.361
H -4.86566 1.00446 0.52415 0.086 -0.214 0.086 0.426
H -3.77736 2.18885 2.29010 0.019 -0.010 -0.010 0.472
H -2.81193 0.74422 2.19120 -0.059 -0.048 -0.114 0.425
H -1.76052 2.70258 0.28662 -0.010 -0.060 -0.008 0.258
H -1.97336 3.47273 1.84929 -0.029 0.039 -0.124 0.342
H -0.36667 0.93094 1.42262 -0.077 -0.010 0.027 -0.685
H -0.65425 1.70259 2.95871 -0.065 0.058 -0.008 0.579
H 0.32032 3.87780 1.55053 -0.099 -0.045 -0.025 0.492
H 1.32232 2.78114 2.48515 0.029 0.114 -0.068 0.312
H 2.18825 1.73716 0.61408 0.029 0.015 -0.113 0.155
H 0.67997 1.87432 -0.28162 0.055 0.124 -0.142 0.365
H 0.58742 3.15026 -2.11826 0.115 -0.410 0.252 0.389
H 1.54315 4.59588 -2.21766 -0.153 -0.003 0.065 0.349
H 2.96982 3.34694 -3.55366 -0.007 0.236 0.110 0.447
H 1.60008 -0.14995 -3.36224 -0.088 0.072 -0.264 0.310
H 4.30424 -1.16680 -1.39142 -0.032 -0.021 0.003 0.289
H 4.11459 0.25669 -0.36079 -0.029 0.016 -0.027 0.212
H 2.67853 -0.56036 -1.01820 -0.018 -0.031 -0.039 0.129
H 4.61845 3.84010 -1.92429 0.224 -0.337 -0.007 0.308
H 4.98531 3.88351 0.58549 -0.033 -0.230 0.245 0.282
H 3.88604 4.96822 2.18770 -0.168 0.099 -0.148 0.347
C -4.17742 -3.70590 -3.55526 -0.003 -0.169 0.049 -1.173
C -4.78763 -3.03479 -2.30277 0.062 -0.147 -0.112 -0.072
O -4.83763 -1.69651 -2.37399 0.201 0.133 0.218 -0.809
H -3.15246 -3.35309 -3.71055 -0.015 0.073 -0.028 0.278
H -4.15203 -4.80168 -3.45954 -0.007 0.027 0.016 0.305
H -4.76795 -3.45370 -4.43992 0.031 0.077 -0.001 0.296
H -4.17739 -3.44219 -1.43638 -0.012 0.048 0.022 0.025
H -5.78434 -3.53405 -2.16132 -0.001 0.069 0.029 0.207
```
Positions in Å, forces in eV/Å.

Values from the calculation:
LUMO: -1.4845 eV
charge: 0
molecular weight: 401.4 g/mol

This record from the Open Molecules 2025 dataset describes a structure of composition C4H4OTl at a distorted geometry. The level of theory is ωB97M-V/def2-TZVPD.

Structure (XYZ):
```
10
Properties=species:S:1:pos:R:3:forces:R:3:mulliken_charge:R:1
H -0.23489 -1.29364 -0.47385 1.231 0.611 2.158 0.346
C 2.68538 0.15248 -0.10643 -0.557 -0.298 0.111 0.275
C 1.49225 -0.06745 0.14655 0.541 -0.126 -0.474 -0.057
C 0.15392 -0.36130 0.40393 0.104 -1.275 -1.314 -0.322
C -0.88275 0.12302 -0.58148 -3.260 3.753 0.967 -0.069
O -2.07563 0.21592 -0.23618 3.156 -1.085 -1.049 -0.372
H 3.73860 0.26199 -0.34047 -0.234 0.114 0.108 0.419
H -0.13981 -0.36275 1.46295 -0.260 -0.750 -0.539 0.386
H -0.51750 0.75488 -1.41746 0.044 -1.073 -0.283 0.478
Tl -4.21959 0.57684 1.14245 -0.765 0.129 0.313 0.917
```
Positions in Å, forces in eV/Å.

Values from the calculation:
ΔE to the lowest compared entry with this formula, charge and spin: 0.0 kJ/mol
LUMO (alpha / beta): -9.2765 / -12.9719 eV
2S+1: 2
charge: +2
molecular weight: 272.5 g/mol

This record from the Open Molecules 2025 dataset describes a cluster of 2 separate species, C4H10NOS in total at a distorted geometry. The level of theory is ωB97M-V/def2-TZVPD.

Structure (XYZ):
```
17
Properties=species:S:1:pos:R:3:forces:R:3:mulliken_charge:R:1
C -0.48115 -1.73232 2.91279 -1.251 -4.379 0.950 -0.376
C -0.60616 -0.38077 3.26029 1.358 5.666 1.664 -0.345
C 0.12762 1.54876 -3.90490 1.884 1.998 1.303 -0.676
C 0.07464 -0.51093 0.73602 0.826 0.766 -2.482 0.295
N -0.34573 -0.74051 1.91477 -0.170 -0.461 -1.580 0.075
O 0.34270 0.72766 0.32356 -0.842 -1.673 1.320 -0.314
S 1.50170 1.12768 -2.72301 -0.591 -1.505 -0.129 -0.283
H 0.33492 -2.42287 3.18574 -0.178 0.829 -0.312 0.308
H -1.48468 -2.19086 3.03172 0.774 -0.234 -0.861 0.239
H -1.52017 0.14732 3.49274 -0.685 -0.671 -0.315 0.255
H 0.16503 0.28217 3.67310 0.310 -0.881 0.121 0.277
H 0.19143 2.56920 -4.29681 0.486 -0.121 0.342 0.308
H -0.74046 1.50836 -3.33151 -1.752 -0.722 0.185 0.276
H 0.36852 0.90671 -4.67315 -0.644 -1.517 -1.769 0.302
H 0.23203 -1.34453 -0.05202 -0.309 1.133 1.731 0.302
H 1.28846 -0.26824 -2.91050 0.476 1.704 0.253 0.180
H 0.55128 0.77318 -0.63882 0.306 0.069 -0.421 0.177
```
Positions in Å, forces in eV/Å.

Values from the calculation:
ΔE to the lowest compared entry with this formula, charge and spin: 320.8 kJ/mol
LUMO: -3.7861 eV
charge: +1
molecular weight: 120.2 g/mol

This record from the Open Molecules 2025 dataset describes a cluster of 2 separate species, C10H17N2PS in total at a distorted geometry. The level of theory is ωB97M-V/def2-TZVPD.

Structure (XYZ):
```
31
Properties=species:S:1:pos:R:3:forces:R:3:mulliken_charge:R:1
C 4.06707 -1.29448 0.48427 2.318 -0.941 2.291 -0.201
C 3.14230 -0.98337 1.47957 -0.558 -0.682 1.718 -0.748
C 3.79625 -1.12169 -0.82861 -0.910 -0.012 0.003 -0.697
C 1.89076 -0.47854 1.16507 2.454 0.002 -2.818 -0.437
C 2.56696 -0.55688 -1.14568 -0.157 1.042 -2.091 -0.290
C 1.63494 -0.12613 -0.15581 2.445 -1.450 -1.046 0.470
C -2.01808 -2.37405 -1.34879 -1.543 -3.427 2.390 -1.015
C -1.85005 3.35203 0.73562 -1.097 -4.879 -2.143 -1.416
C -0.91496 -2.45542 -0.31824 -1.692 1.542 -1.797 0.205
C -1.56592 1.83070 1.02880 -1.340 1.998 -1.585 -0.728
N 0.13603 -3.09280 -0.58864 -0.143 -0.335 1.073 -0.655
N -0.25599 1.39123 0.78094 1.146 -0.358 1.265 -0.091
P 0.19160 0.69636 -0.67054 -1.521 1.521 -0.800 0.235
S 1.08575 2.44031 -1.70357 -0.053 -0.436 0.139 -0.327
H 5.12099 -1.71794 0.65774 -1.861 0.644 0.512 0.236
H 3.22073 -1.17879 2.58068 0.799 -0.011 -1.234 0.261
H 4.59576 -1.51804 -1.43786 -0.538 0.457 -1.019 0.390
H 1.18068 -0.28027 1.85762 -1.793 0.356 2.367 0.646
H 2.41880 -0.33830 -2.26080 -0.280 -0.244 1.779 0.228
H -2.00301 -1.46401 -1.82523 0.181 2.043 -1.385 0.238
H -1.79698 -3.25243 -1.95671 -0.626 0.352 -0.676 0.375
H -3.08311 -2.46776 -0.84076 2.107 0.030 -0.952 0.266
H -1.62384 3.46804 -0.25284 1.196 0.868 -2.698 0.336
H -2.84037 3.64180 0.72742 -2.481 0.131 0.682 0.464
H -1.33688 3.95019 1.31416 2.925 2.962 3.000 0.381
H -0.12583 3.03041 -1.73665 0.227 -0.125 -0.152 0.076
H -1.19539 -1.69920 0.41578 1.056 -0.382 1.319 0.380
H -1.94537 1.79146 1.98160 0.031 -1.121 2.876 0.473
H -2.12824 1.11295 0.48566 -1.625 0.087 -0.917 0.444
H 0.76162 -3.00929 0.20489 0.627 0.075 0.027 0.242
H 0.28652 1.30777 1.61777 0.710 0.294 -0.125 0.261
```
Positions in Å, forces in eV/Å.

Values from the calculation:
ΔE to the lowest compared entry with this formula, charge and spin: 0.0 kJ/mol
LUMO: 0.5355 eV
charge: 0
molecular weight: 228.3 g/mol

This record from the Open Molecules 2025 dataset describes an isolated molecule of C12H14O at a distorted geometry. The level of theory is ωB97M-V/def2-TZVPD.

Structure (XYZ):
```
27
Properties=species:S:1:pos:R:3:forces:R:3:mulliken_charge:R:1
C 0.10248 -1.56343 3.08752 -0.744 0.188 -0.260 -0.331
C 1.31196 -1.49257 2.31423 -2.434 1.649 -1.744 -0.849
C -1.08836 -0.94731 2.83102 0.529 -1.216 -0.074 -1.093
C 1.22282 -0.79320 1.17515 1.563 1.995 -1.044 -0.356
C -2.36944 0.30216 1.12221 -1.065 -0.510 -0.172 -0.622
C -1.24003 -0.22887 1.57667 1.034 0.015 0.782 1.079
C -0.00258 -0.08801 0.82790 0.986 0.679 -3.395 0.827
C -0.06235 0.43765 -0.48943 -0.693 -0.034 0.735 -0.067
C -2.34684 1.10830 -0.10513 0.535 1.270 -0.938 -0.512
C 1.27066 -0.72495 -2.25245 0.738 -1.255 -0.891 -1.324
C 0.96833 1.77778 -2.51762 -5.022 0.306 2.827 -1.519
C 1.15150 0.60129 -1.53527 -1.013 -0.466 3.050 0.682
O -1.30710 0.73439 -1.00996 2.166 -0.723 -0.369 -0.413
H 0.21383 -2.28310 3.83745 -0.440 -0.610 1.727 0.374
H 2.16777 -1.98008 2.57709 2.036 -1.301 0.866 0.536
H -1.97453 -1.12286 3.46373 0.609 0.116 -0.328 0.316
H 2.11731 -0.54532 0.47488 -1.560 -1.013 1.573 -0.053
H -3.30322 0.03711 1.58915 -0.230 0.286 0.186 0.347
H -3.21259 1.14326 -0.76863 -0.310 -0.415 0.543 0.326
H -2.09611 2.16243 0.06826 -0.319 0.311 0.639 0.253
H 1.23080 -1.63285 -1.66374 -0.330 0.158 1.075 0.399
H 2.30193 -0.86945 -2.63738 -0.677 0.512 -0.702 0.373
H 0.46226 -0.93044 -2.98208 0.685 0.616 -0.082 0.326
H -0.08940 1.67918 -2.99530 2.067 -0.361 0.202 0.252
H 1.74520 1.76235 -3.16404 2.202 0.356 -2.321 0.505
H 0.77195 2.77169 -2.01928 1.025 -0.952 -0.205 0.324
H 2.05370 0.68486 -0.80497 -1.338 0.399 -1.680 0.222
```
Positions in Å, forces in eV/Å.

Values from the calculation:
ΔE to the lowest compared entry with this formula, charge and spin: 164.6 kJ/mol
LUMO (alpha / beta): 0.1562 / 0.1572 eV
charge: 0
molecular weight: 174.2 g/mol